Computed, not measured: a gas-phase ion, C8H13N2OS (charge +1) at a distorted geometry, with ωB97M-V with the def2-TZVPD basis set.

Geometry as ORCA input:
```
! wB97M-V def2-TZVPD RIJCOSX def2/J DEFGRID3
* xyz 1 1
H 1.786 -0.020 4.261
S -2.623 0.155 1.424
C -1.416 -0.715 -1.859
H -1.083 1.902 -2.473
N 0.987 -0.345 -2.426
H 2.561 0.775 2.855
C 1.597 -1.037 2.357
C 2.441 -0.243 3.277
C -0.146 -0.829 -2.680
C -0.051 -0.013 0.803
H -2.542 1.006 -1.093
O 1.997 -2.057 1.849
C -0.873 1.886 -1.424
H -1.240 2.829 -1.187
H 1.719 -0.556 -3.155
H 0.158 1.788 -1.231
H -0.401 -0.387 2.772
H -0.468 -1.450 -3.518
H -1.614 -1.638 -1.149
N -1.598 0.627 -0.954
H 0.717 0.074 0.053
H -2.170 -0.751 -2.611
C -1.365 0.288 0.428
H 3.309 -0.784 3.716
C 0.317 -0.506 1.966
*
```

Results
**Total energy**: -895.19550 Ha
**HOMO**: -13.048 eV
**ΔE to the lowest compared entry with this formula, charge and spin**: 80.0 kcal/mol
**Orbital gap**: 7.88 eV
**SMILES**: [H]/N=C/C[N@H+](C)C(=S)/C=C/C(C)=O
**Molecular weight**: 185.27 g mol⁻¹

Here are the natural (NBO) charges for atoms 1 to 8, given in e: atom 1 (H): 0.238, atom 2 (S): 0.172, atom 3 (C): -0.266, atom 4 (H): 0.226, atom 5 (N): -0.588, atom 6 (H): 0.249, atom 7 (C): 0.505, atom 8 (C): -0.716

Computed, not measured: 2 unconnected molecules or ions with the total composition C3H4O7P2 at a distorted geometry, with ωB97M-V with the def2-TZVPD basis set.

Geometry as ORCA input:
```
! wB97M-V def2-TZVPD RIJCOSX def2/J DEFGRID3
* xyz -2 1
C 0.869 1.599 -0.252
P -0.909 -0.653 2.380
C 0.638 -0.723 -1.448
O 0.325 2.298 0.611
H 1.148 -1.812 -1.305
P 0.991 -0.350 -3.423
O -0.354 -0.655 -2.605
O -0.641 0.850 3.012
O -1.716 -1.527 3.341
O -2.020 -0.240 1.187
H -1.725 0.269 0.465
H 1.642 2.114 -0.729
C 0.698 0.300 -0.621
O 0.233 -1.243 1.628
O 1.253 -1.533 -4.354
H -0.433 1.306 2.113
*
```

Results
**Total energy**: -1326.19561 Ha
**HOMO**: -1.276 eV
**ΔE to the lowest compared entry with this formula, charge and spin**: 20.8 kcal/mol
**Orbital gap**: 7.27 eV
**Molecular weight**: 214.01 g mol⁻¹

Here are the natural (NBO) charges for atoms 1 to 8, given in e: atom 1 (C): 0.201, atom 2 (P): 2.476, atom 3 (C): -0.236, atom 4 (O): -0.760, atom 5 (H): 0.226, atom 6 (P): 1.433, atom 7 (O): -0.830, atom 8 (O): -1.038

Q: Which value of orbital gap does entry 1 give?
A: 7.88 eV

Q: Look up the orbital gap of the second one.
A: 7.27 eV

Repeat the first record exactly.
Computed, not measured: a gas-phase ion, C8H13N2OS (charge +1) at a distorted geometry, with ωB97M-V with the def2-TZVPD basis set.

Geometry as ORCA input:
```
! wB97M-V def2-TZVPD RIJCOSX def2/J DEFGRID3
* xyz 1 1
H 1.786 -0.020 4.261
S -2.623 0.155 1.424
C -1.416 -0.715 -1.859
H -1.083 1.902 -2.473
N 0.987 -0.345 -2.426
H 2.561 0.775 2.855
C 1.597 -1.037 2.357
C 2.441 -0.243 3.277
C -0.146 -0.829 -2.680
C -0.051 -0.013 0.803
H -2.542 1.006 -1.093
O 1.997 -2.057 1.849
C -0.873 1.886 -1.424
H -1.240 2.829 -1.187
H 1.719 -0.556 -3.155
H 0.158 1.788 -1.231
H -0.401 -0.387 2.772
H -0.468 -1.450 -3.518
H -1.614 -1.638 -1.149
N -1.598 0.627 -0.954
H 0.717 0.074 0.053
H -2.170 -0.751 -2.611
C -1.365 0.288 0.428
H 3.309 -0.784 3.716
C 0.317 -0.506 1.966
*
```

Results
**Total energy**: -895.19550 Ha
**HOMO**: -13.048 eV
**ΔE to the lowest compared entry with this formula, charge and spin**: 80.0 kcal/mol
**Orbital gap**: 7.88 eV
**SMILES**: [H]/N=C/C[N@H+](C)C(=S)/C=C/C(C)=O
**Molecular weight**: 185.27 g mol⁻¹

Here are the natural (NBO) charges for atoms 1 to 8, given in e: atom 1 (H): 0.238, atom 2 (S): 0.172, atom 3 (C): -0.266, atom 4 (H): 0.226, atom 5 (N): -0.588, atom 6 (H): 0.249, atom 7 (C): 0.505, atom 8 (C): -0.716